ORCA calculation (ωB97M-V/def2-TZVPD) on a structure of composition C16H23BN6Re in a non-equilibrium geometry.

Element x y z (Å)
H  2.7250  -1.7954  1.5733
N  0.6612  -1.9854  0.9755
B  -1.0291  -3.2798  -0.7679
N  0.0938  -3.1704  0.3105
C  0.6348  -4.2619  0.8908
Re  -0.3619  -0.8576  2.1841
H  0.1335  -5.2248  0.8321
C  1.7904  -3.8867  1.5847
H  2.4828  -4.5238  2.1107
C  1.8925  -2.4907  1.4878
H  -1.5267  -4.4014  -0.7615
C  -0.9529  3.0947  -2.7842
H  -1.5474  3.5908  -1.9955
H  -0.2665  2.3751  -2.3059
H  -1.6175  2.5443  -3.4764
N  -0.7497  -2.9197  -2.3570
N  -2.0409  -2.3072  -0.1026
N  -0.3015  -1.6815  -2.6670
N  -1.7339  -1.1803  0.7152
C  -0.9322  -3.5830  -3.5593
C  -3.3689  -2.5381  -0.0484
H  -1.2471  -4.6270  -3.6160
H  -3.7829  -3.4426  -0.4997
C  -0.6455  -2.7001  -4.6005
C  -3.9713  -1.4586  0.5766
C  -0.2438  -1.4918  -3.9746
C  -2.9676  -0.6108  1.0413
H  -0.6929  -2.8789  -5.6496
H  -5.0345  -1.3214  0.6812
H  0.0725  -0.5470  -4.3832
H  -2.9697  0.2973  1.6366
H  -0.3858  3.8047  -3.3042
C  2.6914  3.2161  3.1122
C  1.7422  3.3452  1.9140
C  0.6845  4.4066  2.2709
C  2.5645  3.9015  0.7382
C  1.1579  1.9784  1.6584
C  0.6224  0.8163  1.8667
H  3.1139  4.1968  3.3635
H  3.5181  2.5362  2.8801
H  2.1574  2.8333  3.9881
H  1.1866  5.3420  2.5639
H  0.0240  4.6349  1.4259
H  0.0698  4.0795  3.1155
H  3.3761  3.2203  0.4605
H  1.9520  4.0982  -0.1501
H  3.0227  4.8539  1.0457

The molecular weight is 496.42 g mol⁻¹. Its total charge is +2. The calculation puts the strongest force on any atom at 4.14 eV/A. As for the multiplicity: 4. For the highest occupied orbital energy (spin up / spin down), the calculation gives -13.4 / -13.4 eV.

ORCA calculation (ωB97M-V/def2-TZVPD) on a structure of composition C24H56O36S10 in a non-equilibrium geometry.

Element x y z (Å)
O  5.7413  -2.6626  -1.5199
S  5.1661  -3.0664  -0.2526
O  4.1114  -2.3446  0.3960
O  4.7045  -4.6237  -0.4034
C  5.5838  -5.4497  -1.1893
C  4.8376  -5.9377  -2.4082
C  6.4489  -3.2695  1.0330
H  5.9948  -6.2395  -0.5601
H  6.4576  -4.9189  -1.5743
H  5.4313  -6.5350  -3.0982
H  4.3858  -5.1013  -2.9385
H  4.0017  -6.5687  -2.0896
H  7.0261  -4.1643  0.7976
H  5.9018  -3.5205  1.9369
H  7.0816  -2.3892  1.0450
O  5.6610  0.0523  -4.9408
S  5.5418  1.1608  -4.0345
O  4.4397  1.3206  -3.1301
O  6.9213  1.2350  -3.2159
C  7.4543  0.0582  -2.5991
C  8.9366  0.0360  -2.8865
C  5.7135  2.6872  -4.9602
H  7.0450  -0.8949  -2.9367
H  7.2062  0.1649  -1.5422
H  9.4470  0.9335  -2.5182
H  9.1637  0.1427  -3.9511
H  9.5073  -0.8152  -2.5183
H  4.7324  3.0131  -5.2842
H  6.3683  2.4962  -5.8089
H  6.2828  3.3620  -4.3235
O  -3.8697  1.8197  4.7715
S  -3.6073  2.6507  3.6428
O  -3.8582  2.0699  2.3591
O  -4.4440  4.0305  3.7292
C  -4.5136  4.7569  4.9625
C  -4.3476  6.2266  4.6073
C  -1.9166  3.2770  3.8292
H  -3.7429  4.4245  5.6593
H  -5.5193  4.5863  5.3512
H  -5.1301  6.5467  3.9231
H  -3.3433  6.4313  4.2416
H  -4.5021  6.8069  5.5222
H  -1.7672  4.0045  3.0344
H  -1.2507  2.4243  3.7194
H  -1.8636  3.7417  4.8089
O  -0.9053  1.9095  0.5211
S  -1.3235  0.9084  -0.4307
O  -2.2010  1.2467  -1.5173
O  -0.0109  0.2449  -1.1437
C  1.1956  0.1788  -0.3362
C  2.2626  -0.3424  -1.2520
C  -1.9321  -0.5180  0.4751
H  1.0540  -0.4116  0.5696
H  1.4511  1.2172  -0.1059
H  2.0408  -1.3496  -1.5993
H  3.1694  -0.4376  -0.6478
H  2.5488  0.3244  -2.0620
H  -2.2209  -1.2293  -0.2946
H  -2.7710  -0.2701  1.1198
H  -1.0806  -0.8058  1.0866
C  1.5987  -2.0467  4.9504
C  1.2614  -3.0421  3.9035
O  0.2902  -2.4063  3.0629
S  -0.3689  -1.1193  3.8332
O  -1.7856  -1.3099  3.9305
O  0.1834  0.1134  3.3291
O  0.3162  -1.4660  5.2811
H  2.2239  -1.2135  4.6206
H  2.0621  -2.4805  5.8331
H  0.8125  -3.9186  4.3721
H  2.1126  -3.3137  3.2821
C  -5.0218  3.0300  -0.5159
C  -5.4409  2.9282  -1.9857
O  -5.9424  1.6092  -2.1651
S  -6.0935  0.7916  -0.7751
O  -5.0335  -0.1594  -0.6438
O  -7.4389  0.3495  -0.5937
O  -5.8997  2.1042  0.1289
H  -5.2259  3.9779  -0.0249
H  -3.9927  2.7237  -0.3218
H  -4.6086  3.1169  -2.6595
H  -6.2310  3.6649  -2.1343
C  -4.9409  -1.4499  -3.5982
C  -4.5024  -0.1208  -4.1656
O  -3.7438  -0.4169  -5.3450
S  -3.5534  -1.9667  -5.5749
O  -2.3970  -2.4611  -4.8820
O  -3.7596  -2.3536  -6.9362
O  -4.9107  -2.2965  -4.7565
H  -5.9527  -1.3907  -3.2040
H  -4.2739  -1.9037  -2.8652
H  -3.7557  0.3324  -3.5032
H  -5.2082  0.6840  -4.3491
C  -4.8780  -0.8148  2.8747
C  -5.1227  -1.6741  4.0977
O  -6.1933  -0.9160  4.6980
S  -7.2418  -0.3258  3.6096
O  -7.6424  1.0045  3.9477
O  -8.2626  -1.2968  3.2987
O  -6.1038  -0.2854  2.4389
H  -4.5260  -1.3717  2.0035
H  -4.1576  -0.0485  3.1423
H  -4.3149  -1.6130  4.8183
H  -5.4440  -2.6842  3.8418
C  0.4185  -3.2071  -3.4166
C  1.0057  -4.5112  -2.8199
O  -0.0497  -4.9773  -1.9759
S  -0.5810  -3.6902  -1.1555
O  0.3432  -3.3548  -0.1308
O  -1.9762  -3.8540  -0.8226
O  -0.4181  -2.6662  -2.3890
H  -0.2384  -3.4121  -4.2593
H  1.2202  -2.5292  -3.7013
H  1.7988  -4.2944  -2.0964
H  1.3788  -5.2001  -3.5686
C  2.2849  3.8964  -0.0906
C  1.3885  3.9936  1.1214
O  2.0588  4.8211  2.0783
S  3.1415  5.7790  1.3451
O  4.4720  5.5829  1.8324
O  2.6148  7.1120  1.3005
O  2.9647  5.1453  -0.1695
H  1.7083  3.6464  -0.9771
H  3.0385  3.1232  0.0848
H  1.2316  3.0233  1.5887
H  0.4066  4.3857  0.8546

The molecular weight is 1241.35 g mol⁻¹. The calculation puts the strongest force on any atom at 2.76 eV/A. As for the multiplicity: 1. For the highest occupied orbital energy, the calculation gives -10.3 eV.

ORCA calculation (ωB97M-V/def2-TZVPD) on the molecule C3H2O2 in a non-equilibrium geometry.

Element x y z (Å)
C  -0.0376  -0.1929  0.2600
C  -1.3575  -0.3059  0.0774
C  0.9952  0.6119  -0.7877
O  0.4048  1.1259  0.3987
O  -2.4885  -0.4517  -0.0450
H  0.4450  -0.9618  0.7158
H  2.0385  0.1746  -0.6192

The molecular weight is 70.05 g mol⁻¹. The calculation puts the strongest force on any atom at 2.95 eV/A. As for the multiplicity: 1. For the highest occupied orbital energy (spin up / spin down), the calculation gives -7.7 / -7.7 eV.

ORCA calculation (ωB97M-V/def2-TZVPD) on a structure of composition C35H33ClIrN4O3S2 in a non-equilibrium geometry.

Element x y z (Å)
Ir  -0.7723  0.0990  -0.2075
Cl  -2.2498  -0.6050  7.0026
C  -2.0310  -0.7775  5.3170
C  -1.5791  -2.0080  4.7910
C  -1.4121  -2.1529  3.4485
C  -1.6521  -1.0843  2.5242
O  -1.5036  -1.2982  1.2891
C  -2.0999  0.1783  3.0807
C  -2.3236  1.3491  2.3071
N  -2.0089  1.5618  1.0682
C  -2.1319  2.8009  0.4595
C  -2.3586  4.0051  1.1096
C  -2.3845  5.2101  0.4067
C  -2.1819  5.2426  -0.9486
C  -1.9681  4.0481  -1.6652
C  -1.7612  3.9967  -3.0600
C  -1.5653  2.7836  -3.6694
C  -1.5458  1.6237  -2.8889
N  -1.7073  1.6543  -1.5864
C  -1.9380  2.8201  -0.9534
C  -2.2999  0.2776  4.4666
H  -1.3755  -2.8224  5.4694
H  -1.1057  -3.0927  3.0179
H  -2.7869  2.1544  2.8771
H  -2.4958  4.0359  2.1767
H  -2.5510  6.1243  0.9538
H  -2.1701  6.1806  -1.4780
H  -1.7696  4.9085  -3.6376
H  -1.4136  2.7064  -4.7331
H  -1.3990  0.6488  -3.3299
H  -2.6430  1.2108  4.8893
C  3.0798  -1.1691  3.4494
C  3.3989  0.2473  2.9712
N  3.6307  0.2794  1.5416
C  5.0074  0.1513  1.0907
C  5.6240  1.5288  0.8618
C  2.6646  0.4927  0.6581
S  1.1009  0.9844  1.2873
N  2.9515  0.4367  -0.6196
C  2.1517  0.4092  -1.6835
O  0.8999  0.4109  -1.6720
C  2.8243  0.3341  -2.9959
C  2.0285  0.1326  -4.1270
C  2.6004  0.0147  -5.3772
C  3.9764  0.1163  -5.5131
C  4.7733  0.3394  -4.3995
C  4.2077  0.4424  -3.1406
H  2.8828  -1.1538  4.5173
H  3.9157  -1.8412  3.2702
H  2.2017  -1.5532  2.9349
H  4.2978  0.6095  3.4719
H  2.5671  0.9129  3.2231
H  5.0260  -0.4272  0.1640
H  5.5696  -0.3808  1.8578
H  5.1073  2.0402  0.0551
H  6.6717  1.4205  0.6010
H  5.5578  2.1359  1.7617
H  0.9622  0.0634  -3.9916
H  1.9895  -0.1605  -6.2493
H  4.4217  0.0184  -6.4902
H  5.8417  0.4297  -4.5215
H  4.8251  0.6041  -2.2720
C  -3.2109  -2.8682  -3.2360
S  -3.1423  -1.7647  -1.7765
O  -1.6945  -1.3317  -1.7626
C  -3.2277  -3.0071  -0.4663
C  -2.1889  -3.9108  -0.3230
C  -2.2219  -4.8171  0.7219
C  -3.2835  -4.8038  1.6149
C  -4.3110  -3.8840  1.4716
C  -4.2841  -2.9731  0.4286
H  -2.5090  -3.6877  -3.1198
H  -2.9619  -2.2782  -4.1146
H  -4.2263  -3.2433  -3.3169
H  -1.3599  -3.8988  -1.0148
H  -1.4219  -5.5328  0.8384
H  -3.3120  -5.5142  2.4264
H  -5.1357  -3.8809  2.1675
H  -5.0799  -2.2550  0.3039

The molecular weight is 849.48 g mol⁻¹. Its total charge is +2. The calculation puts the strongest force on any atom at 4.40 eV/A. As for the multiplicity: 2. For the highest occupied orbital energy (spin up / spin down), the calculation gives -13.1 / -13.2 eV.

> The highest molecular weight belongs to which entry?

C24H56O36S10